ORCA calculation (ωB97M-V/def2-TZVPD) on a cluster of 11 separate species, C48H62N6O26 in total at a distorted geometry.

Each atom is followed by the atoms it is bonded to, with distances in Å.
Geometry (Å):
1 C 25.75 -11.03 -16.88  O2 1.202, N3 1.328, H6 1.101
2 O 26.91 -11.25 -16.65  C1 1.202
3 N 25.00 -10.14 -16.24  C1 1.328, C4 1.484, C5 1.464
4 C 23.53 -10.13 -16.42  N3 1.484, H7 1.090, H8 1.090, H9 1.090
5 C 25.50 -9.37 -15.10  N3 1.464, H10 1.090, H11 1.090, H12 1.090
6 H 25.23 -11.47 -17.74  C1 1.101
7 H 23.12 -10.41 -15.45  C4 1.090
8 H 23.17 -10.79 -17.21  C4 1.090
9 H 23.08 -9.16 -16.67  C4 1.090
10 H 26.58 -9.26 -15.18  C5 1.090
11 H 25.05 -8.42 -15.36  C5 1.090
12 H 25.18 -9.75 -14.12  C5 1.090
13 C 13.77 -13.94 -17.39  O14 1.227, N15 1.359, H18 1.101
14 O 14.99 -14.06 -17.43  C13 1.227
15 N 12.90 -14.60 -18.20  C13 1.359, C16 1.495, C17 1.516
16 C 11.45 -14.62 -17.83  N15 1.495, H19 1.090, H20 1.090, H21 1.090
17 C 13.34 -15.42 -19.39  N15 1.516, H22 1.090, H23 1.090, H24 1.090
18 H 13.22 -13.29 -16.69  C13 1.101
19 H 10.87 -13.93 -18.43  C16 1.090
20 H 11.27 -14.42 -16.77  C16 1.090
21 H 11.11 -15.65 -17.92  C16 1.090
22 H 14.43 -15.33 -19.47  C17 1.090
23 H 13.08 -16.46 -19.19  C17 1.090
24 H 12.86 -15.05 -20.29  C17 1.090
25 C 19.48 -15.20 -19.54  O26 1.296, N27 1.377, H30 1.101
26 O 19.04 -14.27 -20.33  C25 1.296
27 N 18.61 -15.94 -18.76  C25 1.377, C28 1.463, C29 1.452
28 C 19.08 -16.97 -17.84  N27 1.463, H31 1.090, H32 1.090, H33 1.090
29 C 17.20 -15.65 -18.59  N27 1.452, H34 1.090, H35 1.090, H36 1.090
30 H 20.50 -15.55 -19.32  C25 1.101
31 H 18.46 -17.86 -17.84  C28 1.090
32 H 18.95 -16.53 -16.85  C28 1.090
33 H 20.12 -17.23 -18.03  C28 1.090
34 H 16.96 -15.06 -19.47  C29 1.090
35 H 16.56 -16.53 -18.70  C29 1.090
36 H 17.12 -15.11 -17.65  C29 1.090
37 C 17.63 -7.78 -16.38  O38 1.228, N39 1.307, H42 1.101
38 O 18.56 -7.63 -15.59  C37 1.228
39 N 16.37 -7.56 -16.13  C37 1.307, C40 1.447, C41 1.486
40 C 15.34 -7.82 -17.12  N39 1.447, H43 1.090, H44 1.090, H45 1.090
41 C 15.89 -7.48 -14.73  N39 1.486, H46 1.090, H47 1.090, H48 1.090
42 H 17.81 -8.09 -17.42  C37 1.101
43 H 14.55 -7.07 -17.07  C40 1.090
44 H 14.83 -8.78 -17.06  C40 1.090
45 H 15.75 -7.66 -18.12  C40 1.090
46 H 16.64 -7.35 -13.94  C41 1.090
47 H 15.27 -6.59 -14.67  C41 1.090
48 H 15.36 -8.41 -14.51  C41 1.090
49 C 19.63 -11.60 -18.25  O50 1.269, N51 1.346, H54 1.101
50 O 20.51 -11.45 -17.35  C49 1.269
51 N 18.33 -11.59 -17.92  C49 1.346, C52 1.485, C53 1.405
52 C 17.82 -11.35 -16.54  N51 1.485, H55 1.090, H56 1.090, H57 1.090
53 C 17.37 -11.75 -18.94  N51 1.405, H58 1.090, H59 1.090, H60 1.090
54 H 19.87 -11.62 -19.33  C49 1.101
55 H 17.38 -12.21 -16.05  C52 1.090
56 H 17.08 -10.55 -16.54  C52 1.090
57 H 18.65 -11.10 -15.88  C52 1.090
58 H 16.69 -10.90 -18.94  C53 1.090
59 H 17.73 -11.84 -19.96  C53 1.090
60 H 16.62 -12.53 -18.78  C53 1.090
61 C 20.19 -14.06 -12.12  O62 1.250, N63 1.350, H66 1.101
62 O 19.94 -13.73 -10.94  C61 1.250
63 N 19.24 -14.13 -13.08  C61 1.350, C64 1.438, C65 1.440
64 C 19.50 -14.47 -14.45  N63 1.438, H67 1.090, H68 1.090, H69 1.090
65 C 17.89 -13.75 -12.75  N63 1.440, H70 1.090, H71 1.090, H72 1.090
66 H 21.21 -14.19 -12.51  C61 1.101
67 H 18.82 -15.30 -14.68  C64 1.090
68 H 20.48 -14.73 -14.86  C64 1.090
69 H 19.19 -13.62 -15.05  C64 1.090
70 H 17.53 -13.09 -13.53  C65 1.090
71 H 17.25 -14.62 -12.87  C65 1.090
72 H 17.70 -13.27 -11.79  C65 1.090
73 C 20.41 -11.26 -22.14  C74 1.366, C79 1.463, H83 1.080
74 C 19.46 -10.33 -22.44  C73 1.366, C75 1.526, O82 1.374
75 C 18.76 -10.31 -23.80  C74 1.526, O76 1.254, C77 1.499
76 O 17.91 -9.50 -24.21  C75 1.254
77 C 19.44 -11.24 -24.77  C75 1.499, C78 1.376, H84 1.080
78 C 20.44 -12.10 -24.37  C77 1.376, C79 1.443, O81 1.368
79 C 21.00 -12.25 -23.05  C73 1.463, C78 1.443, O80 1.270
80 O 21.82 -13.12 -22.64  C79 1.270
81 O 20.99 -12.89 -25.35  C78 1.368, H85 0.960
82 O 19.00 -9.55 -21.41  C74 1.374, H86 0.960
83 H 20.77 -11.30 -21.12  C73 1.080
84 H 19.18 -11.11 -25.81  C77 1.080
85 H 21.76 -13.30 -24.96  O81 0.960
86 H 18.30 -8.98 -21.74  O82 0.960
87 C 23.06 -15.46 -19.87  C88 1.397, C93 1.426, H97 1.080
88 C 22.96 -14.22 -19.25  C87 1.397, C89 1.480, O96 1.401
89 C 23.52 -12.95 -19.77  C88 1.480, O90 1.230, C91 1.485
90 O 23.36 -11.84 -19.26  C89 1.230
91 C 24.39 -13.25 -20.93  C89 1.485, C92 1.340, H98 1.080
92 C 24.47 -14.43 -21.55  C91 1.340, C93 1.522, O95 1.347
93 C 23.70 -15.67 -21.13  C87 1.426, C92 1.522, O94 1.235
94 O 23.67 -16.80 -21.62  C93 1.235
95 O 25.24 -14.63 -22.64  C92 1.347, H99 0.960
96 O 22.24 -14.10 -18.05  C88 1.401, H100 0.960
97 H 22.61 -16.34 -19.42  C87 1.080
98 H 24.97 -12.45 -21.37  C91 1.080
99 H 25.21 -15.57 -22.82  O95 0.960
100 H 22.34 -13.26 -17.60  O96 0.960
101 C 14.33 -14.02 -23.04  C102 1.365, C107 1.503, H111 1.080
102 C 14.09 -14.12 -24.37  C101 1.365, C103 1.499, O110 1.362
103 C 15.15 -14.12 -25.43  C102 1.499, O104 1.249, C105 1.466
104 O 15.00 -14.41 -26.64  C103 1.249
105 C 16.49 -13.84 -24.89  C103 1.466, C106 1.354, H112 1.080
106 C 16.72 -13.60 -23.58  C105 1.354, C107 1.457, O109 1.353
107 C 15.71 -13.71 -22.53  C101 1.503, C106 1.457, O108 1.241
108 O 15.99 -13.50 -21.34  C107 1.241
109 O 17.97 -13.32 -23.13  C106 1.353, H113 0.960
110 O 12.86 -14.45 -24.86  C102 1.362, H114 0.960
111 H 13.44 -14.01 -22.42  C101 1.080
112 H 17.23 -13.76 -25.67  C105 1.080
113 H 18.06 -13.64 -22.23  O109 0.960
114 H 12.83 -14.42 -25.82  O110 0.960
115 C 11.49 -12.43 -12.59  C116 1.364, C121 1.404, H125 1.080
116 C 12.41 -13.41 -12.30  C115 1.364, C117 1.458, O124 1.343
117 C 13.76 -13.45 -12.83  C116 1.458, O118 1.241, C119 1.436
118 O 14.60 -14.33 -12.58  C117 1.241
119 C 14.01 -12.44 -13.81  C117 1.436, C120 1.357, H126 1.080
120 C 13.10 -11.46 -14.08  C119 1.357, C121 1.534, O123 1.380
121 C 11.72 -11.34 -13.44  C115 1.404, C120 1.534, O122 1.263
122 O 10.91 -10.37 -13.54  C121 1.263
123 O 13.42 -10.56 -15.08  C120 1.380, H127 0.960
124 O 12.12 -14.49 -11.55  C116 1.343, H128 0.960
125 H 10.56 -12.51 -12.06  C115 1.080
126 H 14.98 -12.37 -14.28  C119 1.080
127 H 12.83 -9.81 -15.09  O123 0.960
128 H 12.81 -15.15 -11.57  O124 0.960
129 C 20.95 -9.92 -11.44  C130 1.394, C135 1.497, H139 1.080
130 C 20.22 -10.25 -12.58  C129 1.394, C131 1.481, O138 1.377
131 C 18.75 -10.41 -12.59  C130 1.481, O132 1.205, C133 1.524
132 O 18.00 -10.67 -13.49  C131 1.205
133 C 18.16 -9.94 -11.27  C131 1.524, C134 1.295, H140 1.080
134 C 18.83 -9.58 -10.22  C133 1.295, C135 1.483, O137 1.397
135 C 20.31 -9.58 -10.12  C129 1.497, C134 1.483, O136 1.236
136 O 20.92 -9.16 -9.14  C135 1.236
137 O 18.17 -9.20 -9.06  C134 1.397, H141 0.960
138 O 20.94 -10.51 -13.72  C130 1.377, H142 0.960
139 H 22.02 -9.84 -11.53  C129 1.080
140 H 17.08 -10.00 -11.33  C133 1.080
141 H 18.74 -8.78 -8.41  O137 0.960
142 H 20.38 -10.58 -14.49  O138 0.960

**LUMO (spin up / spin down)**: -6.81 / -8.71 eV
**Gap between HOMO and LUMO (spin up / spin down)**: 3.46 / 1.56 eV
**HOMO level (spin up / spin down)**: -10.3 / -10.3 eV
**Spin multiplicity**: 2
**E**: -4150.48608 a.u.
**Total charge**: +1